Entry 1:
This record from the Open Molecules 2025 dataset describes a molecular structure, C44H61BrCl2O5PdSe at a distorted geometry. The level of theory is ωB97M-V/def2-TZVPD.

CARTESIAN COORDINATES (ANGSTROEM)
Pd (-0.161, 1.451, 0.718)
C (4.164, -2.635, -4.638)
C (4.731, -1.620, -3.635)
C (5.963, -2.217, -2.941)
C (5.171, -0.376, -4.412)
C (3.668, -1.307, -2.595)
C (3.170, -0.026, -2.388)
C (2.180, 0.184, -1.455)
Se (1.396, 1.948, -1.251)
C (-0.011, 1.601, -2.548)
C (0.307, 1.818, -3.871)
C (-0.623, 1.564, -4.869)
C (-1.873, 1.072, -4.474)
C (-2.228, 0.833, -3.167)
C (-1.269, 1.104, -2.130)
O (-1.543, 0.905, -0.901)
C (-3.593, 0.295, -2.763)
C (-4.280, 1.304, -1.831)
C (-4.520, 0.063, -3.961)
C (-3.412, -1.049, -2.042)
C (-0.324, 1.815, -6.335)
C (-1.313, 2.853, -6.882)
C (1.096, 2.343, -6.558)
C (-0.473, 0.499, -7.111)
C (1.608, -0.847, -0.650)
O (0.670, -0.594, 0.170)
C (2.150, -2.161, -0.850)
C (3.135, -2.328, -1.804)
C (1.679, -3.386, -0.075)
C (0.578, -3.101, 0.948)
C (2.881, -3.978, 0.682)
C (1.128, -4.419, -1.072)
H (4.902, -2.856, -5.405)
H (3.891, -3.566, -4.152)
H (3.277, -2.232, -5.121)
H (6.736, -2.433, -3.675)
H (6.366, -1.516, -2.215)
H (5.721, -3.140, -2.423)
H (5.926, -0.653, -5.146)
H (4.334, 0.068, -4.947)
H (5.607, 0.368, -3.749)
H (3.533, 0.822, -2.948)
H (1.291, 2.199, -4.092)
H (-2.604, 0.873, -5.241)
H (-4.411, 2.257, -2.339)
H (-5.258, 0.931, -1.537)
H (-3.693, 1.470, -0.933)
H (-4.716, 0.989, -4.496)
H (-4.106, -0.671, -4.649)
H (-5.470, -0.319, -3.596)
H (-2.806, -0.931, -1.149)
H (-4.382, -1.447, -1.753)
H (-2.927, -1.766, -2.702)
H (-1.237, 3.781, -6.321)
H (-1.092, 3.061, -7.926)
H (-2.338, 2.499, -6.814)
H (1.246, 3.294, -6.052)
H (1.839, 1.630, -6.208)
H (1.261, 2.502, -7.622)
H (-1.485, 0.112, -7.048)
H (-0.232, 0.659, -8.159)
H (0.203, -0.254, -6.712)
H (3.521, -3.326, -1.941)
H (0.910, -2.380, 1.689)
H (-0.313, -2.705, 0.468)
H (0.313, -4.025, 1.463)
H (3.303, -3.235, 1.356)
H (2.562, -4.836, 1.269)
H (3.663, -4.306, 0.003)
H (0.303, -3.989, -1.635)
H (1.889, -4.746, -1.775)
H (0.764, -5.291, -0.535)
C (-4.860, 0.036, 6.565)
C (-3.585, 0.784, 6.986)
C (-3.904, 2.265, 7.242)
C (-3.088, 0.174, 8.297)
C (-2.569, 0.691, 5.864)
C (-2.906, 1.216, 4.620)
C (-2.007, 1.165, 3.588)
Br (-2.560, 1.897, 1.884)
C (-0.710, 0.579, 3.676)
O (0.093, 0.545, 2.694)
C (-0.381, 0.033, 4.965)
C (-1.308, 0.115, 5.988)
C (0.965, -0.622, 5.268)
C (0.711, -2.078, 5.697)
C (1.647, 0.147, 6.413)
C (1.947, -0.652, 4.095)
H (-5.590, 0.069, 7.369)
H (-4.628, -1.005, 6.351)
H (-5.310, 0.474, 5.679)
H (-4.610, 2.355, 8.064)
H (-4.340, 2.740, 6.368)
H (-2.996, 2.803, 7.505)
H (-3.862, 0.278, 9.054)
H (-2.199, 0.685, 8.657)
H (-2.873, -0.885, 8.183)
H (-3.869, 1.663, 4.445)
H (-1.027, -0.299, 6.942)
H (0.102, -2.134, 6.596)
H (1.660, -2.570, 5.899)
H (0.201, -2.619, 4.903)
H (1.053, 0.137, 7.323)
H (1.811, 1.182, 6.122)
H (2.611, -0.307, 6.634)
H (1.538, -1.204, 3.254)
H (2.868, -1.140, 4.410)
H (2.188, 0.352, 3.756)
Cl (2.065, 5.860, 0.414)
C (0.502, 5.559, 1.189)
Cl (0.537, 6.035, 2.880)
C (0.254, 4.050, 1.044)
O (-0.371, 3.700, 0.020)
O (0.706, 3.279, 1.898)
H (-0.250, 6.143, 0.658)

Output
E_LUMO (spin up / spin down)	0.013 / -0.095	hartree
HOMO-LUMO gap (spin up / spin down)	0.2680 / 0.1549	Eh
energy above the lowest of the compared OMol25 structures with the same formula, charge and spin	46.7	kJ/mol
<S²>	6.08
2S+1	5

Entry 2:
This record from the Open Molecules 2025 dataset describes C2FI3O in the gas phase at a distorted geometry. The level of theory is ωB97M-V/def2-TZVPD.

CARTESIAN COORDINATES (ANGSTROEM)
C (0.625, -0.462, -0.710)
C (-0.437, 0.232, 0.471)
O (0.271, -0.560, -1.809)
F (0.039, -0.091, 1.684)
I (2.496, -1.082, 0.125)
I (-0.540, 2.376, 0.305)
I (-2.454, -0.413, -0.065)

Output
E_LUMO	-0.034	hartree
HOMO-LUMO gap	0.3164	Eh
energy above the lowest of the compared OMol25 structures with the same formula, charge and spin	0.0	kJ/mol
2S+1	1

Entry 3:
This record from the Open Molecules 2025 dataset describes C27H27FO5 in the gas phase at a distorted geometry. The level of theory is ωB97M-V/def2-TZVPD.

CARTESIAN COORDINATES (ANGSTROEM)
C (-3.316, -2.753, 2.037)
C (-1.980, -2.988, 1.418)
O (-1.444, -1.641, 1.268)
C (-0.246, -1.661, 0.681)
O (0.332, -2.739, 0.516)
C (0.303, -0.301, 0.191)
C (-0.378, 0.873, 0.952)
O (0.223, 1.814, 1.462)
O (-1.716, 0.849, 0.992)
C (-2.265, 2.089, 1.559)
C (-3.712, 1.787, 1.786)
C (1.823, -0.207, 0.526)
C (2.513, 1.017, 0.565)
C (3.845, 1.125, 0.940)
C (4.578, -0.027, 1.318)
O (5.892, 0.128, 1.634)
C (6.648, -1.039, 2.023)
C (3.923, -1.272, 1.249)
C (2.594, -1.327, 0.829)
C (-0.017, -0.128, -1.292)
C (0.350, 1.301, -1.727)
C (1.642, 1.485, -2.233)
C (2.151, 2.766, -2.433)
C (1.320, 3.876, -2.261)
C (-0.016, 3.695, -1.904)
C (-0.488, 2.412, -1.587)
C (-1.396, -0.651, -1.690)
C (-1.638, -2.031, -1.611)
C (-2.867, -2.593, -1.957)
C (-3.869, -1.725, -2.398)
F (-5.108, -2.236, -2.666)
C (-3.649, -0.371, -2.569)
C (-2.377, 0.126, -2.300)
H (-3.867, -3.687, 2.150)
H (-3.190, -2.300, 3.023)
H (-3.897, -2.075, 1.410)
H (-1.305, -3.558, 2.061)
H (-2.036, -3.477, 0.439)
H (-1.731, 2.318, 2.488)
H (-2.085, 2.906, 0.842)
H (-4.250, 2.698, 2.057)
H (-4.164, 1.356, 0.890)
H (-3.809, 1.076, 2.612)
H (2.015, 1.944, 0.315)
H (4.322, 2.105, 0.964)
H (7.661, -0.666, 2.162)
H (6.268, -1.459, 2.964)
H (6.637, -1.812, 1.243)
H (4.437, -2.200, 1.513)
H (2.156, -2.310, 0.789)
H (0.684, -0.773, -1.829)
H (2.274, 0.606, -2.403)
H (3.195, 2.880, -2.741)
H (1.707, 4.880, -2.404)
H (-0.720, 4.530, -1.855)
H (-1.524, 2.302, -1.253)
H (-0.848, -2.713, -1.310)
H (-3.018, -3.666, -1.909)
H (-4.422, 0.293, -2.958)
H (-2.149, 1.145, -2.583)

Output
E_LUMO	0.026	hartree
HOMO-LUMO gap	0.3272	Eh
energy above the lowest of the compared OMol25 structures with the same formula, charge and spin	0.0	kJ/mol
2S+1	1
SMILES string	CCOC(=O)C(C(=O)OCC)(c1ccc(OC)cc1)[C@H](c1ccccc1)c1ccc(F)cc1

Entry 4:
This record from the Open Molecules 2025 dataset describes 2 unconnected molecules or ions with the total composition C2H9NO at a distorted geometry. The level of theory is ωB97M-V/def2-TZVPD.

CARTESIAN COORDINATES (ANGSTROEM)
C (-0.479, -1.495, 0.353)
N (0.268, -0.210, 0.427)
C (0.936, 0.024, -0.882)
H (-1.083, -1.506, -0.551)
H (0.070, -2.409, 0.584)
H (-1.248, -1.524, 1.146)
H (0.998, -0.471, 1.085)
H (1.816, -0.570, -1.114)
H (1.181, 1.090, -0.972)
H (0.149, -0.072, -1.626)
O (-0.884, 2.583, 0.866)
H (-0.479, 1.709, 0.679)
H (-1.246, 2.852, 0.005)

Output
E_LUMO	0.035	hartree
HOMO-LUMO gap	0.3954	Eh
energy above the lowest of the compared OMol25 structures with the same formula, charge and spin	58.9	kJ/mol
2S+1	1
SMILES string	CNC.O

Entry 5:
This record from the Open Molecules 2025 dataset describes 2 unconnected molecules or ions with the total composition C4H10O. The level of theory is ωB97M-V/def2-TZVPD.

CARTESIAN COORDINATES (ANGSTROEM)
C (2.061, -0.697, -0.177)
C (2.497, 0.535, 0.058)
H (2.654, -1.558, 0.095)
H (1.120, -0.874, -0.671)
H (1.944, 1.414, -0.228)
H (3.493, 0.726, 0.429)
C (-1.258, 1.050, 0.027)
C (-1.919, -0.312, 0.131)
O (-0.901, -1.356, 0.034)
H (-2.013, 1.832, 0.053)
H (-0.580, 1.192, 0.864)
H (-0.700, 1.120, -0.904)
H (-2.445, -0.410, 1.089)
H (-2.634, -0.448, -0.691)
H (-1.317, -2.214, -0.111)

Output
E_LUMO	0.035	hartree
HOMO-LUMO gap	0.3910	Eh
energy above the lowest of the compared OMol25 structures with the same formula, charge and spin	142.6	kJ/mol
2S+1	1
SMILES string	C=C.CCO

Entry 6:
This record from the Open Molecules 2025 dataset describes a molecular structure, C18H21N8NiOS3 at a distorted geometry. The level of theory is ωB97M-V/def2-TZVPD.

CARTESIAN COORDINATES (ANGSTROEM)
Ni (-0.100, 0.130, 0.025)
C (3.548, -2.773, 1.302)
N (2.560, -2.139, 2.165)
C (2.093, -2.675, 3.353)
C (1.183, -1.820, 3.851)
N (1.097, -0.769, 2.951)
C (1.964, -0.955, 1.923)
S (2.255, 0.136, 0.654)
C (0.364, 0.444, 3.101)
C (0.615, 1.270, 4.116)
C (0.081, 2.620, 4.097)
C (-0.611, 3.065, 3.046)
C (-0.965, 2.180, 1.915)
N (-0.478, 0.723, 2.023)
H (4.486, -2.897, 1.838)
H (3.703, -2.130, 0.440)
H (3.176, -3.742, 0.974)
H (2.444, -3.619, 3.728)
H (0.577, -1.864, 4.738)
H (1.327, 0.983, 4.876)
H (0.325, 3.287, 4.914)
H (-0.928, 4.096, 2.962)
H (0.054, 3.178, 0.655)
N (-0.468, -3.281, 1.196)
C (0.036, -3.096, -0.065)
N (0.163, -1.925, -0.608)
C (0.721, -2.016, -1.870)
C (1.046, -3.264, -2.268)
S (0.633, -4.398, -1.034)
C (0.813, -0.755, -2.618)
C (1.189, -0.564, -3.898)
S (1.002, 1.097, -4.330)
C (0.423, 1.430, -2.738)
N (0.399, 0.392, -1.955)
N (0.054, 2.670, -2.319)
H (-0.988, -2.485, 1.537)
H (-0.883, -4.174, 1.404)
H (1.474, -3.593, -3.199)
H (1.545, -1.285, -4.614)
H (-0.073, 3.392, -3.008)
H (-0.564, 2.698, -1.519)
N (-2.656, 1.129, 3.337)
C (-1.968, 1.125, 2.117)
O (-0.830, 2.789, 0.684)
C (-2.743, 0.478, 1.000)
C (-1.968, 0.223, -0.291)
H (-2.198, 1.579, 4.114)
H (-3.054, 0.237, 3.591)
H (-3.640, 1.084, 0.848)
H (-3.092, -0.479, 1.407)
H (-2.083, 1.044, -1.001)
H (-2.312, -0.696, -0.763)

Output
E_LUMO (spin up / spin down)	-0.088 / -0.088	hartree
charge	+1
HOMO-LUMO gap (spin up / spin down)	0.2949 / 0.2950	Eh
energy above the lowest of the compared OMol25 structures with the same formula, charge and spin	21.6	kJ/mol
2S+1	1

Entry 7:
This record from the Open Molecules 2025 dataset describes a molecular structure, C4H4CdO5 at a distorted geometry. The level of theory is ωB97M-V/def2-TZVPD.

CARTESIAN COORDINATES (ANGSTROEM)
O (-0.171, 1.241, -2.064)
C (-1.147, 1.857, -1.717)
O (-1.567, 0.746, 0.099)
H (0.440, -2.591, 0.978)
Cd (-2.947, 2.561, 0.609)
O (-1.797, 2.751, -1.291)
O (-0.480, -1.195, -0.236)
C (0.723, -1.816, 0.260)
C (1.484, -0.652, 0.893)
O (0.594, 0.466, 0.702)
C (-0.449, 0.097, -0.007)
H (1.244, -2.261, -0.593)
H (2.433, -0.429, 0.396)
H (1.640, -0.774, 1.970)

Output
E_LUMO (spin up / spin down)	-0.132 / -0.228	hartree
charge	+1
HOMO-LUMO gap (spin up / spin down)	0.3379 / 0.3407	Eh
<S²>	0.75
2S+1	2

Entry 8:
This record from the Open Molecules 2025 dataset describes 2 unconnected molecules or ions with the total composition C3H11NOS at a distorted geometry. The level of theory is ωB97M-V/def2-TZVPD.

CARTESIAN COORDINATES (ANGSTROEM)
C (-2.339, -0.612, 3.342)
S (-1.321, 0.550, 4.275)
C (-0.182, 1.055, 2.994)
H (-1.639, -1.112, 2.656)
H (-2.730, -1.413, 3.970)
H (-3.062, -0.062, 2.720)
H (0.693, 0.383, 2.954)
H (-0.008, 2.105, 3.177)
H (-0.471, 0.919, 1.950)
N (0.308, 0.200, -3.668)
C (1.728, 0.010, -3.618)
O (1.939, -1.221, -2.922)
H (-0.158, -0.363, -2.974)
H (-0.100, -0.012, -4.567)
H (2.085, 0.874, -3.016)
H (2.392, 0.120, -4.478)
H (2.864, -1.421, -2.795)

Output
E_LUMO	0.027	hartree
HOMO-LUMO gap	0.3356	Eh
energy above the lowest of the compared OMol25 structures with the same formula, charge and spin	133.1	kJ/mol
2S+1	1
SMILES string	CSC.NCO

Entry 9:
This record from the Open Molecules 2025 dataset describes a molecular structure, C15H20ClCoO at a distorted geometry. The level of theory is ωB97M-V/def2-TZVPD.

CARTESIAN COORDINATES (ANGSTROEM)
Co (1.382, 0.495, -0.460)
C (2.852, 1.107, 0.859)
C (3.269, 1.357, -0.482)
C (2.284, 2.147, -1.118)
H (4.222, 1.024, -0.911)
C (1.244, 2.420, -0.178)
C (1.599, 1.774, 1.064)
H (1.073, 1.832, 1.992)
H (3.378, 0.559, 1.629)
H (2.329, 2.567, -2.131)
H (0.373, 3.062, -0.317)
C (1.641, -2.084, 2.229)
C (1.312, -1.010, 3.091)
C (-0.029, -0.595, 2.793)
H (1.956, -0.575, 3.853)
C (-0.511, -1.425, 1.739)
C (0.508, -2.340, 1.383)
H (0.455, -3.087, 0.602)
H (2.588, -2.618, 2.192)
H (-0.587, 0.207, 3.280)
H (-1.496, -1.376, 1.309)
O (-0.784, -0.277, -0.610)
C (-2.080, 0.050, -1.091)
C (-1.692, -0.266, -2.563)
C (-2.466, 1.437, -0.672)
C (-3.149, -0.983, -0.644)
C (-0.399, -0.792, -2.002)
H (-1.557, 0.612, -3.171)
H (-2.228, -1.091, -3.049)
H (-0.319, -1.891, -1.861)
H (0.553, -0.373, -2.454)
H (-3.151, 1.934, -1.367)
H (-1.567, 2.071, -0.544)
H (-3.013, 1.400, 0.272)
H (-4.025, -0.944, -1.272)
H (-3.543, -0.782, 0.339)
H (-2.792, -2.018, -0.701)
Cl (2.371, -1.529, -1.028)

Output
E_LUMO (spin up / spin down)	0.194 / 0.198	hartree
charge	-2
HOMO-LUMO gap (spin up / spin down)	0.0838 / 0.2022	Eh
energy above the lowest of the compared OMol25 structures with the same formula, charge and spin	116.6	kJ/mol
<S²>	6.01
2S+1	5

Entry 10:
This record from the Open Molecules 2025 dataset describes 2 unconnected molecules or ions with the total composition H2N2O3S at a distorted geometry. The level of theory is ωB97M-V/def2-TZVPD.

CARTESIAN COORDINATES (ANGSTROEM)
N (-1.351, 0.139, -0.397)
N (2.700, 0.105, 0.634)
O (1.778, -0.298, -0.300)
O (3.639, -0.512, 0.578)
O (-3.841, 0.059, 0.270)
S (-2.458, -0.342, 0.507)
H (-1.421, 0.655, -1.215)
H (0.954, 0.193, -0.078)

Output
E_LUMO	-0.038	hartree
HOMO-LUMO gap	0.3370	Eh
energy above the lowest of the compared OMol25 structures with the same formula, charge and spin	126.2	kJ/mol
2S+1	1

Entry 11:
This record from the Open Molecules 2025 dataset describes C4H9N3O in the gas phase at a distorted geometry. The level of theory is ωB97M-V/def2-TZVPD.

CARTESIAN COORDINATES (ANGSTROEM)
C (-1.513, -0.259, -1.052)
C (-0.955, 0.110, 0.098)
C (-1.731, 0.293, 1.378)
C (0.478, 0.351, 0.169)
N (0.912, 0.887, 1.259)
O (2.235, 1.298, 1.208)
N (1.338, 0.066, -0.935)
N (1.678, -1.302, -1.145)
H (-0.868, -0.342, -1.930)
H (-2.594, -0.386, -1.207)
H (-1.648, 1.322, 1.712)
H (-1.312, -0.283, 2.230)
H (-2.788, -0.017, 1.242)
H (2.520, 1.200, 0.236)
H (1.012, 0.485, -1.788)
H (2.386, -1.493, -0.462)
H (0.851, -1.931, -1.012)

Output
E_LUMO	0.025	hartree
HOMO-LUMO gap	0.3605	Eh
energy above the lowest of the compared OMol25 structures with the same formula, charge and spin	374.5	kJ/mol
2S+1	1
SMILES string	C=C(C)/C(=N/O)NN

Entry 12:
This record from the Open Molecules 2025 dataset describes 2 unconnected molecules or ions with the total composition C3H5IS at a distorted geometry. The level of theory is ωB97M-V/def2-TZVPD.

CARTESIAN COORDINATES (ANGSTROEM)
C (1.520, 0.605, -0.173)
C (0.761, -0.651, 0.293)
C (1.238, -1.829, 0.106)
S (1.835, -3.248, -0.114)
H (2.202, 0.250, -0.913)
H (2.148, 0.999, 0.583)
H (0.755, 1.291, -0.581)
H (-0.135, -0.516, 0.697)
I (-4.037, -0.435, -0.029)
H (-3.523, 1.077, -0.385)

Output
E_LUMO	0.002	hartree
HOMO-LUMO gap	0.3076	Eh
energy above the lowest of the compared OMol25 structures with the same formula, charge and spin	96.4	kJ/mol
2S+1	1
SMILES string	CC=C=S.I

| no. | molecular weight (g/mol) |
| --- | --- |
| 1 | 1006.157 |
| 2 | 439.731 |
| 3 | 450.506 |
| 4 | 63.100 |
| 5 | 74.123 |
| 6 | 520.315 |
| 7 | 244.483 |
| 8 | 109.194 |
| 9 | 310.710 |
| 10 | 110.094 |
| 11 | 115.136 |
| 12 | 200.044 |